The following is a DFT calculation (ωB97M-V/def2-TZVPD) of 2 unconnected molecules or ions with the total composition C36H41N3O6.

```
86
C36H41N3O6 | the Open Molecules 2025 dataset | ωB97M-V/def2-TZVPD
H 1.20015 -4.54244 1.58492
H 2.62754 -4.03548 2.56921
H 5.75472 -2.60763 -4.31504
H -2.10207 6.80166 2.81080
H -4.31673 2.95709 2.08178
C 4.11318 -2.27074 -2.04934
H 2.95477 -6.81201 -1.16421
C -0.26579 0.78372 -0.57835
H 0.82393 -1.24339 -5.71520
O 4.89544 -4.22994 -3.29335
H 2.87930 0.04006 -1.89139
C -3.44787 3.03876 5.86443
H 2.15130 -5.76904 2.48880
H -5.36623 4.66058 3.55986
C 2.20622 -4.82935 1.93374
O -1.28849 -0.13441 4.44623
C 2.89432 -2.80083 -0.02505
C -3.15056 2.01043 3.64857
H 1.05659 0.53283 -5.76338
H 5.42954 -4.11421 -5.24065
C -0.03129 0.81453 -3.10074
O 3.07423 -5.10740 0.81674
C -1.48380 -2.35909 3.34184
H -2.10780 0.34303 -3.54485
N 0.08166 0.21387 -1.75434
H 3.69345 -6.44284 -2.77359
H -0.86354 2.65172 -1.37171
H -3.18361 3.08563 6.92536
H -0.42145 -2.18257 3.56043
H 1.96465 1.67182 -3.16693
C 4.31349 -4.47231 -1.05116
C -1.54289 4.09532 0.74002
H -0.59865 -0.15072 -5.76416
C -2.37920 6.82496 0.65754
C 2.37808 -0.66356 -1.20910
H 2.25831 -0.17330 -0.23352
C 5.04163 -3.42688 -4.48817
H 0.77351 2.46976 -4.23035
H -1.42634 1.69485 -4.48453
C -4.09252 2.96816 3.14453
C 3.88251 -6.73886 -1.73831
C 3.16518 -1.93654 -1.08534
C 0.97596 -0.95364 -1.76749
N 0.40477 -0.30721 -3.93281
C -4.69004 3.90500 3.97440
H -1.21033 4.47907 2.85877
H -2.10243 4.12981 -1.37095
O 1.49668 -2.32860 -3.76573
C -2.80691 2.13631 5.03949
N -5.66653 5.56378 6.92351
H -1.25104 -4.46806 3.06473
C -1.45733 1.22616 -3.49365
C -2.02033 6.22472 1.87662
O -2.00902 -1.23367 2.60949
H -0.10777 0.15569 0.31109
H 0.50489 -1.80093 -1.23264
C -1.12925 2.70524 0.72959
H -2.01423 -2.46246 4.29660
C -2.29019 6.08170 -0.52420
H -2.50575 6.55214 -1.48407
H 4.06850 -3.01940 -4.80110
C -1.69161 -3.61321 2.53588
C -1.89887 -0.09741 3.36591
C -1.55256 4.90853 1.91118
H -2.75106 -3.84022 2.38828
H -2.98399 0.92397 1.79091
H -1.89620 1.94583 -2.79769
H 0.73352 2.75928 -2.47827
C 0.92420 2.00863 -3.24915
H -2.02178 1.49870 5.43086
C -4.41977 3.91372 5.34656
H 2.21730 -2.47840 0.78066
H -0.98129 2.17160 1.66809
C -1.98040 4.72888 -0.46518
C 0.42298 -0.28415 -5.38156
H 4.43401 -7.67606 -1.69891
C 1.02616 -1.31202 -3.24789
C 4.50902 -3.60684 -2.15004
C 3.42884 -4.09387 -0.01675
H -2.74359 7.85830 0.62707
H 4.42040 -1.54701 -2.80752
C -2.60490 1.03449 2.80074
H -1.21847 -3.54160 1.54989
C -0.78031 2.06692 -0.46056
C -5.08710 4.83013 6.21647
O 4.76094 -5.75907 -1.11265
```

energy above the lowest of the compared OMol25 structures with the same formula, charge and spin: 11.3 kcal per mole
frontier orbital gap: 3.75 eV
spin multiplicity: 1
charge: 0
total energy: -54748.5499 eV

These are the Mulliken partial charges, in e, on atoms 1 to 2: atom 1 (H): 0.3528, atom 2 (H): 0.3342